{
  "formula": "C30H57BCl4F4N2O14",
  "method": "ωB97M-V with the def2-TZVPD basis set",
  "homo_lumo_gap_ev": 3.73,
  "homo_ev": -0.9,
  "total_charge": -2,
  "species": ["Cl", "Cl", "Cl", "Cl", "F", "F", "F", "F", "O", "O", "O", "O", "O", "O", "O", "O", "O", "O", "O", "O", "O", "O", "N", "N", "C", "C", "C", "C", "C", "C", "C", "C", "C", "C", "C", "C", "C", "C", "C", "C", "C", "C", "C", "C", "C", "C", "C", "C", "C", "C", "C", "C", "C", "C", "B", "H", "H", "H", "H", "H", "H", "H", "H", "H", "H", "H", "H", "H", "H", "H", "H", "H", "H", "H", "H", "H", "H", "H", "H", "H", "H", "H", "H", "H", "H", "H", "H", "H", "H", "H", "H", "H", "H", "H", "H", "H", "H", "H", "H", "H", "H", "H", "H", "H", "H", "H", "H", "H", "H", "H", "H", "H"],
  "xyz": [[3.204804, 3.067824, 1.673094], [5.415472, 0.105738, 3.926070], [3.151184, -1.099021, 5.296729], [5.154476, 3.997091, 3.671220], [-1.818736, 0.052991, 3.940583], [-3.550138, -0.866715, 2.649626], [-3.706714, 1.233534, 3.620905], [-3.759962, -0.699086, 4.902436], [-2.409135, 3.498356, -2.021702], [0.571087, -0.196067, -2.994472], [-5.524021, -1.275901, -1.978044], [4.795830, -3.283615, 0.441312], [-1.626930, -5.171716, -1.903142], [-5.554652, 2.531202, -4.579167], [-3.091090, 1.823365, -5.719674], [-2.996315, -1.974885, -3.062565], [2.241322, -2.822015, 1.290447], [3.571474, 0.334717, -1.230315], [0.207590, 4.565756, 2.851773], [-1.298038, 2.646146, 3.238339], [-0.472539, -2.761675, -4.224131], [-1.788371, -6.203706, 0.973867], [0.147780, -0.111173, 0.918789], [-1.687992, -1.109944, 0.251208], [3.946354, 1.109897, -3.374643], [-2.037311, 3.620505, 0.300888], [-3.065662, 2.551458, -0.002218], [-3.640591, -0.934284, -3.485937], [4.939573, 0.033622, -1.524364], [4.165686, -4.196881, 1.326930], [-2.962808, -0.088176, -4.359122], [0.427225, -0.779017, -0.226437], [-1.509386, 3.694096, 4.198582], [-0.712958, -1.343710, -0.703994], [-2.817479, -5.547989, -1.203976], [-5.638846, 0.534674, -3.338822], [-2.742289, -5.358354, 0.314061], [1.032760, 0.821657, 1.618503], [-1.126620, -0.422194, 1.252469], [0.848191, -2.438876, -3.835705], [-0.864481, 4.986138, 3.671398], [3.050014, 1.302114, -2.138259], [1.947058, 0.098453, 2.594154], [1.274867, -0.978299, -3.941103], [-5.022409, 1.475041, -4.231290], [5.286536, 0.926129, -2.693026], [4.719115, -0.358795, 5.508568], [-4.934646, -0.540861, -2.849967], [4.006943, 4.454098, 2.403025], [-3.065509, -1.552840, 0.147692], [-3.565524, 2.945693, -1.402812], [-1.641158, 4.207589, -1.051739], [3.174046, -3.433749, 2.192614], [-3.589868, 1.134427, -4.829958], [-3.229730, -0.100342, 3.765588], [-1.940400, 5.262679, -1.124672], [3.609636, -4.943575, 0.750309], [-0.088183, 3.677940, 2.584237], [-3.100738, -2.294327, -0.654711], [-1.090979, -2.074135, -3.910057], [5.061337, -1.015150, -1.798904], [4.125452, -2.687181, 0.085338], [1.973458, 1.260883, -2.295764], [-3.698424, -0.709500, -0.108585], [0.411405, 1.574796, 2.097533], [5.351813, -1.057373, 6.047286], [1.674970, 1.212250, 0.832727], [-6.616814, 0.802296, -2.966822], [-3.753635, 1.993237, -1.895266], [1.637784, -3.477154, 0.928081], [-3.732084, -5.619499, 0.675979], [-1.507629, -0.089266, 2.210254], [-3.603852, -4.892699, -1.583092], [-1.051881, 3.366094, 5.138537], [1.290892, -0.497300, -4.924699], [3.841564, 1.941399, -4.070489], [3.777598, -2.684078, 2.699384], [-1.997291, -0.387117, -4.742363], [-2.354373, 4.380845, 1.015351], [-0.931019, -5.037248, -1.252323], [4.646580, 0.549032, 6.099818], [-2.587848, 1.567018, -0.034851], [-2.916356, -6.623192, -1.387194], [3.244320, 5.056908, 2.891052], [-2.587548, 3.746673, 4.366894], [-0.583782, 4.110859, -1.298723], [2.734628, -0.382606, 2.011314], [2.611606, -4.144925, 2.800930], [2.359100, -0.959823, -3.757481], [6.147283, 0.617309, -3.286745], [3.257189, 2.276713, -1.670952], [-1.970405, 1.977147, 3.459611], [4.381486, 5.081498, 1.599352], [-0.924806, -6.125084, 0.559921], [2.434542, 0.775457, 3.292346], [4.906801, -4.680566, 1.962829], [5.587633, 1.904497, -2.300577], [1.483116, -0.671732, 3.206538], [-1.096982, 3.202303, 0.670404], [-3.463035, -2.176760, 0.946918], [5.535035, 0.365714, -0.672631], [-3.775445, 2.370601, 0.807515], [1.531619, -3.072628, -4.412001], [-0.151459, 0.274042, -3.431955], [0.864519, -2.838751, -2.811768], [-4.335376, 3.719343, -1.373744], [-0.560536, 5.571443, 4.539343], [-1.565516, 5.485555, 2.992203], [-0.923508, -1.943846, -1.576834], [3.622439, 0.186325, -3.859534], [1.430541, -1.015069, -0.545100], [-2.451946, -4.312652, 0.441527]],
  "atomic_forces_ev_per_a": [[0.278, 0.086, -0.014], [0.087, -0.236, 0.456], [-0.220, -0.187, 0.356], [0.243, 0.117, -0.372], [0.103, -0.357, 0.095], [0.294, 0.379, 0.346], [-0.019, -0.105, -0.088], [0.006, 0.106, 0.119], [0.602, -0.128, -0.215], [0.188, 0.234, -0.430], [1.713, 0.089, -0.404], [0.579, -0.320, 0.158], [0.227, 0.057, 0.461], [0.044, 0.241, -0.183], [-0.238, 0.448, 0.217], [-0.999, 0.532, -0.147], [0.288, 0.791, 0.346], [-0.651, -1.035, 0.529], [0.833, 0.454, 0.387], [-0.364, 0.473, 0.522], [0.485, 0.620, -0.846], [-0.375, -0.172, 0.048], [-1.213, -0.997, 0.459], [0.901, -0.002, 1.188], [-0.839, 0.064, 0.134], [1.571, 0.042, 0.367], [0.062, -0.356, 0.395], [3.496, -1.129, 1.142], [-0.236, 0.897, -0.098], [-0.468, 0.524, -0.181], [-1.662, 1.430, 0.003], [0.534, -0.756, -1.235], [-0.284, -0.796, 0.175], [-0.099, -0.305, 0.774], [0.813, -0.243, 0.342], [1.211, 1.827, -1.321], [0.706, 0.070, -1.309], [0.137, -0.922, 0.235], [0.444, 1.168, -0.356], [-0.883, -0.649, -0.260], [-0.750, -1.376, -0.689], [1.177, 0.878, -0.085], [0.445, -0.153, 0.052], [0.495, -0.381, 0.200], [-0.113, -0.209, 0.010], [0.488, 1.078, -0.303], [0.362, 0.340, -0.051], [-3.196, -1.732, 1.065], [-1.104, 0.560, 0.121], [-0.711, -1.371, -1.132], [1.061, -0.694, 0.837], [-1.455, 0.344, -0.599], [-0.238, -1.048, -1.480], [0.363, -1.236, -0.169], [-0.731, 0.049, 0.755], [0.299, 0.142, 0.102], [0.124, -0.275, 0.028], [0.357, 0.112, -0.280], [0.052, 0.776, -0.710], [-0.598, -0.448, 0.209], [-0.025, -0.136, 0.408], [-0.213, -0.098, 0.139], [0.218, -0.730, 0.096], [-0.238, -0.227, 0.082], [0.072, 0.033, -0.127], [0.196, -0.059, -0.390], [-0.288, 0.455, -0.022], [-0.038, -0.146, 0.198], [-0.897, 0.583, -0.590], [0.029, -0.111, 0.132], [0.084, 0.285, 0.512], [-0.350, -0.167, -0.645], [-0.246, -0.406, -0.120], [0.127, 0.232, 0.064], [-0.865, -0.497, -0.301], [0.274, -0.010, -0.050], [-0.696, 0.292, 0.370], [0.064, -0.004, -0.255], [-0.154, -0.026, -0.076], [0.085, 0.149, -0.192], [-0.264, 0.016, -0.125], [0.241, 0.120, -0.491], [-0.747, 0.098, -0.190], [-0.130, -0.273, 0.084], [0.023, 0.473, 0.059], [-0.016, -0.042, 0.000], [0.045, -0.121, 0.135], [0.341, 0.280, 0.671], [-0.354, -0.157, 0.817], [-0.275, -0.433, -0.196], [-0.003, 0.219, -0.298], [0.164, -0.073, -0.338], [0.789, -0.319, 0.169], [-0.078, 0.087, -0.126], [-0.094, 0.262, -0.158], [0.235, -0.006, -0.230], [-0.048, 0.020, 0.044], [-0.456, 0.088, -0.247], [-0.341, -0.169, 0.527], [0.477, 0.878, 0.631], [0.117, -0.703, 0.212], [-0.433, 0.606, -0.221], [-0.032, 0.105, -0.166], [-0.224, -0.119, 0.002], [0.951, 0.682, 0.366], [-0.451, -0.449, -0.169], [0.190, 0.354, -0.358], [-0.145, 0.439, 0.560], [-0.150, 0.177, -0.008], [0.291, 0.291, -0.162], [0.036, 0.842, -0.259], [-0.420, 0.109, 0.552]]
}

=====

{
  "formula": "C3H11N3O",
  "method": "ωB97M-V with the def2-TZVPD basis set",
  "homo_lumo_gap_ev": [7.60, 8.60],
  "homo_ev": [-7.3, -7.9],
  "species": ["O", "N", "N", "N", "C", "C", "C", "H", "H", "H", "H", "H", "H", "H", "H", "H", "H", "H"],
  "xyz": [[-1.496960, 1.081890, -0.113381], [1.288175, 0.092483, 0.108907], [-0.993496, 0.087802, -0.930744], [1.201401, 1.037789, 1.070135], [-0.981407, -1.343938, 1.144560], [1.839035, 0.658369, -1.103685], [-0.700996, -0.999070, -0.275795], [0.775301, 1.928560, 0.796881], [-1.362900, -0.491946, 1.702531], [-1.759744, 1.763061, -0.744768], [-0.270672, -1.757933, -0.913846], [1.365911, 1.608155, -1.401404], [-1.739656, -2.129573, 1.154834], [0.791373, 0.676976, 1.920720], [-2.505067, -1.280076, -1.145405], [1.711845, -0.055588, -1.915354], [-0.073808, -1.727967, 1.611402], [2.911662, 0.851009, -0.965587]],
  "atomic_forces_ev_per_a": [[-0.278, 0.278, 0.168], [1.274, 0.270, 0.376], [0.211, -1.159, 0.186], [-0.037, 0.143, 0.036], [-0.005, 0.104, 0.004], [-0.050, 0.073, 0.045], [-0.688, 1.081, -0.742], [0.144, -0.219, -0.031], [0.018, -0.015, -0.021], [0.013, -0.105, 0.092], [0.036, -0.044, -0.030], [-0.008, -0.098, 0.081], [0.038, -0.008, 0.051], [-0.036, 0.008, -0.090], [-0.465, -0.294, -0.132], [-0.011, 0.019, 0.009], [-0.039, -0.002, -0.012], [-0.117, -0.033, 0.010]]
}

=====

{
  "formula": "C21H29NO5",
  "method": "ωB97M-V with the def2-TZVPD basis set",
  "homo_lumo_gap_ev": 9.40,
  "smiles": "CCO[C@H]1OC(C(=O)N2CCOCC2)=C[C@@H](c2ccccc2)[C@@H]1CCCO",
  "homo_ev": -8.8,
  "species": ["O", "O", "O", "O", "O", "N", "C", "C", "C", "C", "C", "C", "C", "C", "C", "C", "C", "C", "C", "C", "C", "C", "C", "C", "C", "C", "C", "H", "H", "H", "H", "H", "H", "H", "H", "H", "H", "H", "H", "H", "H", "H", "H", "H", "H", "H", "H", "H", "H", "H", "H", "H", "H", "H", "H", "H"],
  "xyz": [[-1.744282, -1.017452, -1.124806], [-1.938078, 1.923142, 4.484355], [4.512454, -1.970013, 2.853391], [3.028276, -0.883092, -1.347589], [0.022755, -1.180467, 0.380779], [2.766922, -1.914299, 0.636179], [-1.412587, 0.797343, 0.355402], [-1.058383, 1.170136, 1.798090], [1.010200, -0.436326, -0.223861], [-2.368937, -2.543563, -2.834334], [-2.241408, 2.468387, -2.169457], [-1.789915, -2.399222, -1.438082], [2.350614, -1.089231, -0.352746], [-0.491798, 1.500670, -0.662482], [-2.431901, 1.871031, -4.482718], [-1.150989, 1.619823, -2.022184], [0.818146, 0.782443, -0.726902], [-1.269151, 2.854095, 3.660281], [4.076100, -2.530897, 0.530440], [-0.701616, 0.907764, -3.124658], [-2.880421, 2.591898, -3.389305], [2.242418, -1.993940, 1.980063], [-1.339733, 1.032704, -4.346308], [3.250310, -1.353300, 2.945091], [-1.593547, 2.541836, 2.202223], [5.026593, -1.883621, 1.541479], [-1.293163, -0.718409, 0.152718], [5.181630, -0.828955, 1.267754], [0.147662, 0.249010, -3.026371], [-2.419668, -3.593719, -3.107867], [-3.365450, -2.112307, -2.867277], [-2.592804, 3.039873, -1.320852], [-2.416154, -2.919433, -0.696269], [-0.307338, 2.521379, -0.304576], [2.118760, -3.051150, 2.240614], [-0.779394, -2.826948, -1.393142], [-1.165041, 3.327199, 1.577823], [-0.981210, 0.471686, -5.197551], [1.279712, -1.495917, 2.052427], [0.027219, 1.149956, 1.923770], [3.977534, -3.599441, 0.747255], [4.441337, -2.386031, -0.486654], [-0.182164, 2.793797, 3.819524], [5.987761, -2.399076, 1.556514], [1.646030, 1.275182, -1.210890], [-2.453837, 1.058785, 0.152070], [-2.930391, 1.965207, -5.436477], [-1.743361, -2.013128, -3.546024], [-1.486687, 0.432740, 2.479552], [-1.887935, -1.265627, 0.909459], [-3.728848, 3.253975, -3.487624], [-2.677642, 2.554858, 2.082119], [2.924208, -1.476519, 3.979114], [-1.756273, 2.129249, 5.406304], [3.339340, -0.279182, 2.715175], [-1.595877, 3.877098, 3.897042]],
  "atomic_forces_ev_per_a": [[0.122, 0.059, 0.038], [-0.189, -0.278, 0.203], [0.090, -0.079, 0.126], [-0.011, 0.172, -0.122], [0.443, -0.016, -0.182], [0.065, -0.225, 0.021], [0.258, -0.311, 0.089], [-0.261, 0.054, -0.170], [-0.286, 0.433, -0.184], [0.130, 0.136, 0.408], [0.086, -0.035, -0.016], [0.019, -0.296, -0.090], [0.073, -0.134, -0.104], [-0.258, -0.175, 0.048], [-0.072, -0.003, -0.099], [0.103, 0.206, -0.113], [0.023, -0.119, 0.276], [0.126, 0.453, -0.342], [0.383, 0.098, -0.049], [0.003, 0.133, -0.029], [-0.117, 0.072, -0.012], [0.064, 0.282, 0.544], [0.035, -0.030, -0.082], [-0.358, -0.096, -0.049], [0.237, -0.255, 0.449], [-0.028, -0.139, -0.311], [-0.797, 0.210, 0.384], [0.009, -0.077, 0.003], [0.075, -0.094, 0.013], [-0.018, -0.101, -0.067], [-0.125, 0.013, -0.053], [-0.041, 0.060, 0.111], [0.090, 0.034, -0.056], [-0.003, -0.082, -0.007], [-0.058, 0.077, 0.020], [-0.145, 0.041, 0.025], [-0.033, 0.072, -0.033], [0.033, -0.047, -0.066], [0.082, -0.065, 0.049], [0.061, -0.057, 0.044], [0.025, 0.041, -0.010], [-0.012, -0.082, 0.127], [-0.081, 0.051, -0.052], [-0.031, 0.061, -0.074], [0.171, -0.093, -0.061], [0.022, -0.011, 0.022], [-0.033, 0.010, -0.071], [0.056, 0.019, -0.122], [0.067, -0.054, 0.029], [0.148, 0.144, -0.206], [-0.059, 0.051, -0.010], [-0.080, 0.089, -0.055], [-0.042, 0.062, -0.058], [-0.009, -0.015, -0.074], [-0.039, -0.066, 0.029], [0.087, -0.101, -0.032]]
}

=====

Number 1: E -4605.362228 a.u.. Number 2: E -360.144392 a.u.. Number 3: E -1248.548173 a.u..